(1)
ORCA calculation (ωB97M-V with the def2-TZVPD basis set) on a molecular structure, C32H86N10O8P2.

Structure (ORCA input):
```
! wB97M-V def2-TZVPD RIJCOSX def2/J DEFGRID3
* xyz 0 1
O -0.604 -0.599 0.169
P 0.474 0.383 -0.104
N 2.113 -0.076 0.401
C 2.909 -0.938 -0.427
C 2.514 -0.093 1.830
N 0.168 1.903 0.718
C -1.181 2.106 1.287
C 0.774 3.097 0.288
N 0.606 0.852 -1.777
C -0.373 0.481 -2.795
C 1.799 1.561 -2.340
H 2.240 -1.584 -0.995
H 3.461 -1.564 0.274
H 3.596 -0.484 -1.141
H 1.762 0.461 2.391
H 3.470 0.431 1.837
H 2.552 -1.105 2.232
H -1.104 2.646 2.231
H -1.824 2.654 0.597
H -1.746 1.205 1.527
H 0.621 3.298 -0.772
H 0.251 3.905 0.802
H 1.822 3.171 0.577
H -1.335 0.141 -2.411
H -0.658 1.311 -3.441
H 0.157 -0.251 -3.403
H 2.602 1.933 -1.704
H 1.578 2.529 -2.790
H 2.278 0.931 -3.090
O -0.202 -3.243 -6.171
P 0.036 -3.162 -4.709
N 0.308 -4.729 -4.091
C 0.856 -4.999 -2.756
C -0.362 -5.875 -4.722
N -1.265 -2.585 -3.766
C -1.680 -1.156 -3.997
C -2.325 -3.510 -3.395
N 1.271 -2.093 -4.234
C 1.778 -1.087 -5.161
C 1.712 -1.785 -2.865
H 1.884 -4.745 -2.499
H 0.702 -6.063 -2.574
H 0.187 -4.478 -2.071
H -1.030 -5.585 -5.533
H -1.048 -6.285 -3.980
H 0.331 -6.663 -5.015
H -0.828 -0.496 -4.162
H -2.327 -1.141 -4.873
H -2.371 -0.971 -3.175
H -2.117 -3.888 -2.394
H -3.257 -2.945 -3.412
H -2.465 -4.220 -4.210
H 1.654 -1.462 -6.177
H 1.084 -0.251 -5.070
H 2.783 -0.734 -4.931
H 0.980 -2.109 -2.126
H 1.801 -0.728 -2.615
H 2.684 -2.274 -2.803
O -0.764 -4.645 -1.387
C -1.418 -3.784 -0.834
O -2.570 -3.221 -1.332
C -2.939 -2.031 -0.641
C -2.125 -2.139 0.622
C -0.851 -2.834 0.229
H -3.990 -2.173 -0.386
H -2.877 -1.083 -1.177
H -2.660 -2.581 1.462
H -1.776 -1.179 1.003
H -0.342 -3.408 1.004
H -0.170 -2.206 -0.345
C 4.781 1.001 2.386
C 4.100 2.237 2.912
C 4.975 3.237 3.857
O 4.195 4.423 4.169
C 3.102 4.153 4.993
N 3.582 2.920 1.776
H 4.287 0.515 1.544
H 4.929 0.202 3.113
H 5.803 1.253 2.101
H 3.297 1.799 3.504
H 5.828 3.461 3.217
H 5.331 2.878 4.823
H 3.392 3.777 5.974
H 2.298 3.559 4.559
H 2.694 5.084 5.386
H 3.078 3.744 2.070
H 4.318 3.272 1.180
C -2.268 -2.406 3.550
C -1.022 -3.132 3.070
C 0.241 -2.700 3.766
O 0.207 -1.209 3.871
C 1.458 -0.641 4.239
N -1.394 -4.531 2.974
H -2.736 -2.994 4.339
H -2.891 -2.346 2.657
H -2.062 -1.505 4.126
H -1.089 -2.829 2.025
H 1.031 -2.736 3.015
H 0.486 -3.313 4.633
H 1.086 0.346 4.513
H 2.008 -0.474 3.312
H 1.985 -1.163 5.038
H -1.923 -4.918 3.743
H -0.644 -5.159 2.722
C -3.041 2.018 -0.845
C -3.593 1.134 -1.913
C -2.788 0.853 -3.153
O -2.188 1.948 -3.857
C -1.403 1.504 -4.933
N -4.036 -0.041 -1.251
H -2.129 1.780 -0.299
H -3.932 2.011 -0.217
H -2.860 3.058 -1.115
H -4.467 1.635 -2.328
H -3.456 0.339 -3.844
H -2.039 0.105 -2.890
H -0.895 0.551 -4.790
H -0.636 2.186 -5.299
H -2.091 1.314 -5.757
H -4.711 0.333 -0.599
H -4.751 -0.478 -1.815
C -2.143 4.059 1.452
C -2.112 4.376 2.943
C -0.739 3.995 3.628
O -0.595 2.612 3.517
C 0.778 2.205 3.643
N -2.492 5.833 3.176
H -2.918 4.602 0.912
H -2.404 3.011 1.307
H -1.161 4.245 1.017
H -2.864 3.884 3.560
H -0.800 4.376 4.647
H -0.095 4.659 3.051
H 1.356 2.583 2.800
H 0.774 1.128 3.474
H 1.344 2.309 4.568
H -1.591 6.264 3.329
H -3.004 6.043 4.021
*
```

Values from the calculation:
ΔE to the lowest compared entry with this formula, charge and spin: 2770.3 kJ/mol
HOMO energy: -0.256 Eh

Löwdin atomic charge list, values in e, 99 entries:
1 O -0.331
2 P 0.803
3 N -0.227
4 C -0.125
5 C -0.153
6 N -0.211
7 C -0.223
8 C -0.128
9 N -0.222
10 C -0.155
11 C -0.101
12 H 0.028
13 H 0.097
14 H 0.089
15 H 0.050
16 H -0.052
17 H 0.102
18 H 0.000
19 H -0.020
20 H 0.136
21 H 0.085
22 H 0.066
23 H 0.054
24 H 0.042
25 H 0.067
26 H 0.047
27 H 0.077
28 H 0.081
29 H 0.063
30 O -0.299
31 P 0.598
32 N -0.266
33 C -0.107
34 C -0.124
35 N -0.207
36 C -0.140
37 C -0.103
38 N -0.276
39 C -0.094
40 C -0.155
41 H 0.073
42 H 0.090
43 H -0.084
44 H 0.069
45 H 0.073
46 H 0.078
47 H 0.009
48 H 0.124
49 H 0.063
50 H 0.010
51 H 0.103
52 H 0.083
53 H 0.081
54 H 0.061
55 H 0.089
56 H 0.075
57 H 0.020
58 H 0.101
59 O 0.063
60 C -0.312
61 O -0.079
62 C -0.116
63 C -0.185
64 C -0.062
65 H 0.135
66 H 0.057
67 H 0.073
68 H 0.092
69 H 0.117
70 H 0.107
71 C -0.077
72 C -0.392
73 C -0.102
74 O -0.187
75 C -0.132
76 N 0.061
77 H 0.047
78 H 0.118
79 H 0.099
80 H 0.111
81 H 0.116
82 H 0.119
83 H 0.095
84 H 0.031
85 H 0.096
86 H 0.078
87 H 0.104
88 C -0.046
89 C -0.472
90 C -0.102
91 O -0.184
92 C -0.150
93 N 0.070
94 H 0.076
95 H 0.049
96 H 0.085
97 H 0.034
98 H 0.112
99 H 0.126



(2)
ORCA calculation (ωB97M-V with the def2-TZVPD basis set) on 10 unconnected molecules or ions with the total composition C32H86N2O10.

Structure (ORCA input):
```
! wB97M-V def2-TZVPD RIJCOSX def2/J DEFGRID3
* xyz 0 1
C 6.585 3.491 0.179
C 5.867 2.379 0.917
C 4.389 2.605 1.242
O 5.950 1.090 0.265
H 7.624 3.174 0.271
H 6.566 4.467 0.665
H 6.206 3.647 -0.831
H 6.350 2.200 1.878
H 3.795 2.535 0.331
H 4.157 3.552 1.728
H 4.009 1.826 1.903
H 6.870 0.816 0.244
C -1.924 3.838 -3.233
C -2.805 4.176 -2.074
C -3.709 2.975 -1.697
O -1.963 4.524 -0.990
H -2.486 3.611 -4.138
H -1.397 2.957 -2.866
H -1.146 4.583 -3.402
H -3.362 5.091 -2.281
H -3.193 2.319 -0.997
H -4.027 2.436 -2.590
H -4.555 3.362 -1.131
H -1.581 5.377 -1.213
C -3.669 -2.486 -3.724
C -3.110 -2.225 -2.353
C -2.816 -3.519 -1.480
O -1.812 -1.602 -2.553
H -2.929 -2.870 -4.426
H -4.142 -1.621 -4.189
H -4.506 -3.182 -3.667
H -3.756 -1.534 -1.812
H -2.475 -4.372 -2.067
H -3.701 -3.674 -0.862
H -1.996 -3.185 -0.845
H -1.402 -1.491 -1.691
C 1.713 -0.505 3.966
C 1.785 -1.942 3.381
C 0.818 -2.903 4.092
O 1.429 -1.955 2.004
H 2.128 -0.482 4.974
H 0.674 -0.260 4.184
H 2.007 0.331 3.332
H 2.793 -2.357 3.404
H 0.955 -3.956 3.844
H -0.213 -2.701 3.803
H 0.812 -2.839 5.180
H 1.881 -1.262 1.518
C -3.222 3.043 2.170
C -3.072 2.265 3.475
C -1.603 2.274 3.813
O -3.694 2.958 4.557
H -2.431 2.743 1.483
H -3.132 4.112 2.366
H -4.210 2.788 1.786
H -3.413 1.232 3.396
H -1.166 3.247 3.589
H -1.181 1.493 3.180
H -1.453 1.983 4.853
H -4.630 2.893 4.358
C 4.611 2.363 -3.117
C 4.601 3.334 -4.338
C 3.279 4.027 -4.518
O 5.565 4.310 -4.214
H 5.519 1.762 -3.173
H 3.746 1.705 -3.198
H 4.448 2.778 -2.123
H 4.752 2.740 -5.240
H 2.525 3.251 -4.647
H 3.270 4.586 -5.454
H 2.998 4.649 -3.668
H 5.657 4.800 -5.035
C 3.741 -3.201 -0.065
C 4.214 -1.762 -0.271
C 3.951 -1.216 -1.667
O 3.630 -0.898 0.679
H 4.162 -3.919 -0.768
H 2.660 -3.295 -0.167
H 3.852 -3.569 0.955
H 5.287 -1.716 -0.084
H 4.237 -0.171 -1.791
H 2.910 -1.317 -1.972
H 4.548 -1.803 -2.365
H 4.156 -0.101 0.579
C 0.928 -1.482 -4.967
C 0.312 -0.089 -4.664
C 0.707 0.982 -5.670
O -1.075 -0.144 -4.830
H 0.583 -2.191 -4.214
H 2.015 -1.407 -4.917
H 0.589 -1.865 -5.930
H 0.504 0.258 -3.649
H 0.443 0.783 -6.709
H 1.777 1.190 -5.666
H 0.324 1.967 -5.402
H -1.418 -0.555 -4.033
C -4.897 -6.548 5.628
C -5.485 -5.145 5.565
C -4.456 -4.088 5.056
O -4.128 -4.338 3.665
C -3.475 -3.226 3.112
N -6.609 -5.265 4.659
H -4.585 -6.783 4.610
H -5.597 -7.292 6.007
H -3.965 -6.565 6.193
H -5.779 -4.874 6.579
H -3.498 -4.183 5.567
H -4.872 -3.092 5.206
H -3.952 -2.252 3.222
H -3.378 -3.421 2.044
H -2.433 -3.186 3.428
H -6.089 -5.134 3.803
H -7.240 -4.484 4.768
C -2.166 -0.491 0.791
C -0.958 -0.001 -0.012
C -0.143 0.999 0.831
O 1.054 1.268 0.018
C 0.989 2.305 -0.896
N -0.177 -1.157 -0.320
H -2.939 0.249 0.997
H -1.882 -0.785 1.801
H -2.746 -1.291 0.331
H -1.364 0.462 -0.911
H 0.176 0.484 1.737
H -0.594 1.916 1.210
H 1.024 3.269 -0.388
H 0.121 2.368 -1.552
H 1.812 2.228 -1.605
H 0.665 -0.710 -0.653
H 0.081 -1.491 0.598
*
```

Values from the calculation:
SMILES: COC[C@H](C)N.COC[C@H](C)N.CC(C)O.CC(C)O.CC(C)O.CC(C)O.CC(C)O.CC(C)O.CC(C)O.CC(C)O
ΔE to the lowest compared entry with this formula, charge and spin: 105.4 kJ/mol
HOMO energy: -0.344 Eh

Löwdin atomic charge list, values in e, 99 entries:
1 C -0.039
2 C -0.466
3 C -0.040
4 O -0.063
5 H 0.079
6 H 0.083
7 H 0.071
8 H 0.130
9 H 0.064
10 H 0.087
11 H 0.072
12 H 0.095
13 C -0.064
14 C -0.501
15 C -0.026
16 O -0.062
17 H 0.090
18 H 0.061
19 H 0.082
20 H 0.131
21 H 0.059
22 H 0.082
23 H 0.073
24 H 0.088
25 C -0.062
26 C -0.428
27 C -0.027
28 O -0.109
29 H 0.089
30 H 0.078
31 H 0.079
32 H 0.123
33 H 0.082
34 H 0.070
35 H 0.051
36 H 0.005
37 C -0.037
38 C -0.438
39 C -0.046
40 O -0.098
41 H 0.079
42 H 0.061
43 H 0.069
44 H 0.129
45 H 0.079
46 H 0.053
47 H 0.079
48 H 0.039
49 C -0.057
50 C -0.499
51 C -0.060
52 O -0.045
53 H 0.047
54 H 0.094
55 H 0.079
56 H 0.129
57 H 0.096
58 H 0.045
59 H 0.087
60 H 0.084
61 C -0.038
62 C -0.518
63 C -0.063
64 O -0.035
65 H 0.084
66 H 0.057
67 H 0.060
68 H 0.134
69 H 0.055
70 H 0.081
71 H 0.088
72 H 0.094
73 C -0.042
74 C -0.475
75 C -0.037
76 O -0.064
77 H 0.081
78 H 0.074
79 H 0.076
80 H 0.128
81 H 0.054
82 H 0.075
83 H 0.084
84 H 0.048
85 C -0.037
86 C -0.493
87 C -0.065
88 O -0.069
89 H 0.067
90 H 0.067
91 H 0.080
92 H 0.124
93 H 0.085
94 H 0.057
95 H 0.065
96 H 0.031
97 C -0.077
98 C -0.439
99 C -0.167